{"formula": "C24H34CrN4O8Sb2Se3Te", "method": "ωB97M-V with the def2-TZVPD basis set", "symbols": ["Cr", "O", "C", "O", "C", "C", "C", "C", "C", "C", "O", "N", "O", "O", "N", "O", "O", "H", "H", "Se", "Se", "Te", "Se", "C", "Sb", "C", "C", "C", "C", "C", "C", "C", "C", "C", "Sb", "C", "C", "H", "H", "H", "H", "H", "H", "H", "H", "H", "H", "H", "H", "H", "H", "H", "H", "H", "H", "H", "H", "C", "N", "C", "C", "O", "N", "C", "C", "H", "H", "H", "H", "H", "H", "H", "H", "H", "H", "H", "H"], "coordinates": [[0.348, -0.805, 1.468], [-0.779, -3.248, -1.553], [-0.090, -2.737, -0.687], [-0.407, -1.627, -0.095], [1.203, -3.409, -0.274], [1.426, -4.668, -0.794], [2.582, -5.371, -0.495], [3.557, -4.827, 0.322], [3.355, -3.559, 0.807], [2.173, -2.801, 0.574], [2.042, -1.649, 1.130], [4.436, -2.998, 1.620], [5.010, -3.748, 2.389], [4.742, -1.833, 1.444], [2.791, -6.699, -1.052], [3.837, -7.272, -0.791], [1.914, -7.175, -1.749], [0.674, -5.090, -1.445], [4.453, -5.375, 0.568], [-0.472, -2.633, 2.981], [1.542, -3.202, 3.981], [2.284, -0.972, 4.991], [1.051, 0.606, 3.491], [0.947, 2.285, -2.806], [-0.599, 0.781, -2.619], [-1.306, 1.237, -4.618], [-1.889, 2.220, -1.598], [-3.329, 1.838, -1.444], [-4.108, 1.685, -2.594], [-5.443, 1.324, -2.540], [-6.042, 1.114, -1.306], [-5.293, 1.284, -0.157], [-3.945, 1.649, -0.196], [-3.230, 1.838, 1.105], [-2.265, 0.051, 1.885], [-2.975, 0.242, 3.880], [-3.576, -1.439, 1.133], [0.557, 3.132, -3.373], [1.815, 1.878, -3.325], [1.260, 2.633, -1.822], [-1.535, 2.299, -4.722], [-2.182, 0.644, -4.873], [-0.507, 0.981, -5.316], [-1.799, 3.134, -2.192], [-1.391, 2.389, -0.645], [-3.645, 1.855, -3.558], [-6.010, 1.208, -3.454], [-7.084, 0.829, -1.240], [-5.762, 1.144, 0.812], [-3.943, 2.118, 1.881], [-2.473, 2.617, 1.055], [-4.064, 0.211, 3.902], [-2.619, 1.185, 4.294], [-2.556, -0.576, 4.463], [-4.620, -1.136, 1.203], [-3.408, -2.342, 1.721], [-3.303, -1.639, 0.099], [0.417, 3.346, 1.533], [1.611, 2.895, 0.849], [2.595, 3.914, 0.551], [1.721, 1.613, 0.429], [0.684, 0.906, 0.298], [2.947, 1.159, 0.091], [3.090, 0.124, -0.924], [4.115, 1.442, 0.911], [0.689, 3.855, 2.460], [-0.202, 2.489, 1.782], [-0.151, 4.032, 0.897], [2.070, 4.814, 0.224], [3.245, 3.581, -0.254], [3.207, 4.169, 1.420], [2.112, -0.236, -1.231], [3.658, -0.710, -0.517], [3.612, 0.538, -1.792], [3.810, 1.950, 1.823], [4.857, 2.046, 0.380], [4.564, 0.493, 1.201]], "total_charge": -1, "spin_multiplicity": 4, "e_above_lowest_kcal_mol": 0.3, "homo_energy_ev": [-4.17, -4.16], "mol_weight_da": 1166.55}

***

{"formula": "C24H34FN3O2", "method": "ωB97M-V with the def2-TZVPD basis set", "symbols": ["O", "C", "C", "N", "C", "C", "C", "C", "C", "C", "C", "N", "C", "O", "C", "C", "C", "C", "C", "C", "C", "N", "C", "C", "C", "C", "C", "F", "C", "C", "H", "H", "H", "H", "H", "H", "H", "H", "H", "H", "H", "H", "H", "H", "H", "H", "H", "H", "H", "H", "H", "H", "H", "H", "H", "H", "H", "H", "H", "H", "H", "H", "H", "H"], "coordinates": [[-4.033, -2.573, 0.883], [-3.076, -1.959, 0.461], [-2.085, -2.550, -0.541], [-0.773, -1.955, -0.390], [0.090, -2.042, -1.558], [0.586, -3.473, -1.822], [1.252, -4.117, -0.606], [0.467, -3.844, 0.677], [-0.052, -2.401, 0.796], [1.035, -1.361, 1.094], [1.984, -1.134, -0.084], [2.791, 0.050, 0.142], [4.144, 0.019, 0.176], [4.776, -1.009, 0.052], [4.791, 1.387, 0.341], [5.018, 1.978, -1.057], [5.716, 3.331, -0.963], [7.047, 3.194, -0.230], [6.826, 2.613, 1.163], [6.124, 1.263, 1.077], [1.203, -0.999, -1.393], [-2.783, -0.691, 0.806], [-3.615, 0.102, 1.684], [-4.422, 1.114, 0.910], [-4.200, 2.477, 1.050], [-4.935, 3.391, 0.316], [-5.889, 2.920, -0.567], [-6.606, 3.806, -1.289], [-6.128, 1.567, -0.730], [-5.389, 0.668, 0.015], [-2.111, -3.643, -0.433], [-2.465, -2.308, -1.539], [-0.506, -1.735, -2.429], [1.278, -3.467, -2.665], [-0.281, -4.072, -2.112], [2.276, -3.762, -0.507], [1.310, -5.197, -0.764], [1.085, -4.073, 1.546], [-0.398, -4.511, 0.712], [-0.762, -2.379, 1.634], [1.605, -1.662, 1.974], [0.537, -0.414, 1.322], [2.713, -1.942, -0.151], [2.310, 0.931, 0.230], [4.121, 2.046, 0.905], [5.637, 1.286, -1.631], [4.062, 2.084, -1.577], [5.881, 3.729, -1.967], [5.076, 4.035, -0.425], [7.704, 2.532, -0.797], [7.533, 4.169, -0.157], [7.784, 2.497, 1.674], [6.216, 3.305, 1.751], [6.749, 0.547, 0.541], [5.950, 0.865, 2.079], [1.890, -1.055, -2.238], [0.731, -0.011, -1.408], [-1.978, -0.272, 0.365], [-4.285, -0.603, 2.185], [-2.989, 0.599, 2.431], [-3.453, 2.832, 1.745], [-4.777, 4.453, 0.419], [-6.884, 1.236, -1.426], [-5.561, -0.392, -0.089]], "e_above_lowest_kcal_mol": 2.3, "homo_energy_ev": -8.83, "mol_weight_da": 415.55, "smiles": "O=C(CN1[C@@H]2CCC[C@H]1C[C@H](NC(=O)C1CCCCC1)C2)NCc1ccc(F)cc1"}